Formula: C27H25Cl3N9NiO4PS
Source: the Open Molecules 2025 dataset
Level of theory: ωB97M-V/def2-TZVPD

For the relative energy (zero: lowest compared OMol25 entry of this formula, charge and spin), the calculation gives 3.3 kJ/mol. Its net charge is -2. The calculation puts the LUMO energy (spin up / spin down) at 4.22 / 4.22 eV. As for the spin multiplicity: 1. For the HOMO-LUMO gap (spin up / spin down), the calculation gives 6.592 / 6.439 eV. For the HOMO energy (spin up / spin down), the calculation gives -2.37 / -2.22 eV.

Positions of all 71 atoms, in Å:
Ni (-0.076612, -1.084098, 1.561327)
N (-3.118274, -0.921741, 2.929222)
C (-2.699027, 0.308850, 2.436872)
N (-3.469204, 1.390245, 2.468979)
N (-2.719019, 2.335947, 1.870533)
N (-1.576407, 1.840869, 1.510725)
N (-1.527659, 0.540146, 1.859207)
C (-2.237682, -1.887445, 3.394634)
N (-2.556648, -2.758600, 4.337866)
N (-1.442517, -3.508910, 4.484776)
N (-0.521573, -3.112909, 3.677465)
N (-1.005071, -2.089398, 2.943156)
H (-3.966141, -0.868249, 3.468793)
O (1.269875, -0.403489, 3.943408)
C (1.349761, -0.788891, 2.798866)
C (2.746714, -1.073428, 2.246086)
C (3.785011, -1.542661, 3.039428)
C (5.014147, -1.815985, 2.460462)
C (5.209311, -1.592978, 1.101391)
C (4.180942, -1.092481, 0.314052)
C (2.940334, -0.837267, 0.889629)
P (1.402932, -0.228895, 0.106922)
C (1.620816, -0.567062, -1.671842)
C (2.672735, -0.001627, -2.400776)
C (2.826053, -0.283708, -3.746776)
C (1.918373, -1.122045, -4.388298)
C (0.859568, -1.662770, -3.681763)
C (0.712284, -1.387415, -2.327715)
C (1.571215, 1.594868, 0.184328)
C (1.920081, 2.194360, 1.392935)
C (1.926713, 3.574217, 1.517183)
C (1.578852, 4.376461, 0.440046)
C (1.225829, 3.788075, -0.764558)
C (1.219784, 2.406287, -0.890669)
H (3.598145, -1.704994, 4.093921)
H (5.822731, -2.215931, 3.061841)
H (6.167715, -1.818320, 0.647756)
H (4.347711, -0.935959, -0.743233)
H (3.358541, 0.682222, -1.914092)
H (3.644471, 0.160875, -4.301085)
H (2.030466, -1.330993, -5.445810)
H (0.121787, -2.281364, -4.174689)
H (-0.132497, -1.780721, -1.782237)
H (2.158794, 1.588223, 2.257258)
H (2.182528, 4.020804, 2.470031)
H (1.567886, 5.454830, 0.544429)
H (0.932912, 4.402480, -1.608022)
H (0.926779, 1.958262, -1.831122)
C (-2.462172, 3.502865, -1.214117)
C (-2.189079, 2.568304, -2.379642)
S (-1.830483, 0.842375, -1.944005)
O (-1.878504, 0.138822, -3.268838)
C (-3.331175, 0.417104, -1.046381)
C (-4.601065, 0.549153, -1.865982)
H (-2.510393, 4.534261, -1.574852)
H (-1.687760, 3.428678, -0.451163)
H (-3.402673, 3.268547, -0.717318)
H (-1.291338, 2.862883, -2.930301)
H (-3.006493, 2.527143, -3.102041)
H (-3.336131, 1.023700, -0.138899)
H (-3.149439, -0.617728, -0.749363)
H (-4.843192, 1.589168, -2.095125)
H (-5.434819, 0.131408, -1.300042)
H (-4.505689, -0.002180, -2.802152)
Cl (-0.824745, -5.228426, -1.597470)
C (-0.838920, -4.259412, -0.093570)
Cl (-1.519361, -5.227371, 1.220736)
Cl (0.848379, -3.856578, 0.292435)
C (-1.780720, -2.986137, -0.298079)
O (-2.835545, -3.232482, -0.862028)
O (-1.352173, -1.891752, 0.137349)

Atoms 1-3, force components in eV/Å:
Ni 0.00 -0.04 -0.02
N 0.04 0.02 0.01
C 0.02 -0.04 0.06

Taken from the Mulliken analysis, the atomic charges in e are:
1 Ni 0.013
2 N -0.021
3 C 0.500
4 N -0.746
5 N -0.838
6 N -0.231
7 N 0.590
8 C 0.420
9 N -0.648
10 N -0.784
11 N -0.365
12 N 0.698
13 H 0.309
14 O -0.695
15 C 0.604
16 C 0.650
17 C -0.890
18 C -0.691
19 C -0.658
20 C -1.036
21 C 0.586
22 P 1.918
23 C 0.344
24 C -0.239
25 C -0.929
26 C -0.674
27 C -0.709
28 C -0.215
29 C 0.413
30 C -0.461
31 C -0.768
32 C -0.510
33 C -0.852
34 C -0.340
35 H 0.495
36 H 0.367
37 H 0.411
38 H 0.397
39 H 0.567
40 H 0.391
41 H 0.349
42 H 0.481
43 H 0.263
44 H 0.298
45 H 0.403
46 H 0.346
47 H 0.371
48 H 0.366
49 C -1.158
50 C -0.905
51 S 1.284
52 O -0.840
53 C 0.738
54 C -1.552
55 H 0.416
56 H 0.150
57 H 0.325
58 H 0.433
59 H 0.542
60 H -0.265
61 H -0.378
62 H 0.288
63 H 0.490
64 H 0.323
65 Cl -0.191
66 C 1.021
67 Cl -0.155
68 Cl -0.093
69 C -0.047
70 O -0.718
71 O -0.958